This record from OMol25 describes C26H75F3NO24V as an isolated structure. The level of theory is the ωB97M-V functional and the def2-TZVPD basis.

XYZ file:
```
130
Properties=species:S:1:pos:R:3:lowdin_spin:R:1
O 2.012 -1.102 3.103 -0.19
V 1.129 -2.398 3.297 2.09
C -0.834 -1.136 0.958 0.00
O 0.568 -1.062 0.591 0.00
O -0.801 -1.625 2.290 0.02
C -1.660 0.157 0.671 0.00
F -1.710 0.608 -0.622 0.00
F -2.985 0.078 0.981 0.00
F -1.200 1.216 1.347 0.00
C 1.077 -0.620 -0.660 0.00
C 2.579 -0.766 -0.460 0.00
H 3.190 -0.406 -1.288 0.00
H 2.921 -0.360 0.492 0.00
H 2.800 -1.817 -0.271 0.00
H 1.095 0.445 -0.888 0.00
H 0.774 -1.220 -1.518 0.00
H -1.113 -1.943 0.281 0.00
C 3.590 1.154 5.216 0.00
O 2.368 1.281 4.626 0.00
C 1.960 2.581 4.357 0.00
C 0.514 2.564 3.928 0.00
N -0.284 2.047 5.109 0.00
C -1.528 1.408 4.686 0.00
C -2.370 0.812 5.807 0.00
O -1.857 -0.379 6.360 0.00
C -2.817 -0.858 7.338 0.00
H 3.964 2.014 5.772 0.00
H 4.310 0.884 4.443 0.00
H 3.617 0.262 5.842 0.00
H 2.542 2.862 3.479 0.00
H 2.087 3.328 5.141 0.00
H 0.435 1.978 3.012 0.00
H 0.293 3.613 3.732 0.00
H 0.336 1.395 5.567 0.00
H -1.298 0.730 3.865 0.00
H -2.156 2.199 4.275 0.00
H -3.348 0.636 5.360 0.00
H -2.400 1.630 6.527 0.00
H -2.446 -1.555 8.090 0.00
H -3.698 -1.339 6.913 0.00
H -3.157 -0.102 8.045 0.00
O -0.158 -4.105 3.794 0.03
H 0.249 -4.970 3.844 0.00
H -1.092 -4.271 3.922 0.00
O 2.126 1.764 -3.109 0.00
H 1.518 1.034 -3.224 0.00
H 2.283 2.088 -3.996 0.00
O 2.040 -3.372 1.517 0.03
H 1.715 -3.422 0.618 0.00
H 2.895 -3.803 1.487 0.01
C -3.904 3.821 -2.602 0.00
C -2.516 3.808 -1.976 0.00
O -1.595 4.569 -2.746 0.00
O -4.472 5.127 -2.684 0.00
H -4.575 3.295 -1.923 0.00
H -3.929 3.288 -3.552 0.00
H -2.184 2.771 -1.918 0.00
H -2.643 4.277 -1.000 0.00
H -1.449 4.149 -3.597 0.00
H -3.967 5.624 -3.332 0.00
C -0.549 0.215 -4.387 0.00
C -1.400 -0.450 -5.480 0.00
O -0.559 -0.662 -6.617 0.00
O 0.701 -0.458 -4.040 0.00
H -1.203 0.278 -3.517 0.00
H -0.401 1.252 -4.689 0.00
H -2.180 0.248 -5.783 0.00
H -1.776 -1.385 -5.066 0.00
H -0.168 -1.515 -6.414 0.00
H 0.658 -1.314 -4.473 0.00
C 6.606 -0.495 -0.604 0.00
C 6.057 -0.073 0.741 0.00
O 7.127 0.286 1.599 0.00
O 7.462 -1.615 -0.559 0.00
H 7.126 0.345 -1.066 0.00
H 5.721 -0.744 -1.189 0.00
H 5.598 -0.937 1.221 0.00
H 5.366 0.760 0.617 0.00
H 7.894 -0.209 1.304 0.00
H 7.834 -1.671 -1.442 0.00
C -5.468 2.755 1.301 0.00
C -4.999 2.057 2.517 0.00
O -5.827 2.330 3.656 0.00
O -5.305 4.153 1.456 0.00
H -6.531 2.613 1.107 0.00
H -4.956 2.286 0.460 0.00
H -3.949 2.240 2.747 0.00
H -5.120 0.975 2.459 0.00
H -6.042 1.510 4.106 0.00
H -4.514 4.307 1.978 0.00
C 4.313 -2.472 -4.869 0.00
C 3.862 -3.015 -3.471 0.00
O 3.349 -4.295 -3.679 0.00
O 5.396 -3.252 -5.358 0.00
H 4.585 -1.418 -4.833 0.00
H 3.509 -2.407 -5.602 0.00
H 3.097 -2.370 -3.038 0.00
H 4.683 -3.185 -2.775 0.00
H 4.031 -4.692 -4.225 0.00
H 5.304 -3.421 -6.299 0.00
C -1.592 -5.088 -1.392 0.00
C -0.529 -5.111 -0.323 0.00
O 0.704 -4.498 -0.572 0.00
O -1.331 -6.178 -2.252 0.00
H -1.571 -4.130 -1.912 0.00
H -2.621 -5.195 -1.050 0.00
H -0.370 -6.052 0.204 0.00
H -0.963 -4.498 0.467 0.00
H 1.198 -4.911 -1.285 0.00
H -0.418 -6.028 -2.509 0.00
C 2.002 2.992 0.343 0.00
C 0.885 3.900 -0.196 0.00
O 1.193 5.349 -0.174 0.00
O 3.051 2.958 -0.604 0.00
H 1.675 1.980 0.582 0.00
H 2.459 3.483 1.202 0.00
H 0.021 3.628 0.411 0.00
H 0.617 3.525 -1.185 0.00
H 0.416 5.881 -0.360 0.00
H 2.681 2.613 -1.420 0.00
C -3.974 -1.803 -3.276 0.00
C -5.042 -0.759 -2.850 0.00
O -4.727 0.556 -3.353 0.00
O -2.764 -1.592 -2.616 0.00
H -3.708 -1.827 -4.333 0.00
H -4.355 -2.795 -3.034 0.00
H -5.075 -0.777 -1.761 0.00
H -6.005 -1.050 -3.271 0.00
H -5.096 0.689 -4.229 0.00
H -2.932 -0.683 -2.358 0.00
```

For the HOMO-LUMO gap (alpha / beta), the calculation gives 6.8089 / 7.2854 eV. As for the spin multiplicity: 3. As for the total energy: -4139.4181 Eh. The charge is 0.